Record 1
ORCA calculation (wB97M-V/def2-TZVPD) on a structure of composition C45H110N2O15Y.

Results
Strongest force on any atom   5.07 eV Å⁻¹
Net charge   +1
Calculated total energy   -83172.5786 eV
E_HOMO   -9.12 eV

Structure (XYZ):
```
173
C45H110N2O15Y wB97M-V/def2-TZVPD
Y 2.178 -1.811 -2.712
C -2.356 -0.245 -0.703
C -0.930 0.430 -0.416
C -1.097 1.554 0.690
C -1.215 0.972 2.118
C -0.073 -0.058 2.423
C 0.162 -1.108 1.364
N 0.069 -0.524 0.021
O 0.375 -1.524 -1.023
C -0.888 -2.169 1.657
C 1.528 -1.857 1.664
C -0.506 1.194 -1.641
H -2.890 -0.614 0.173
H -2.355 -1.192 -1.244
H -3.020 0.442 -1.227
H -1.966 2.141 0.395
H -0.220 2.193 0.796
H -2.188 0.492 2.223
H -1.211 1.712 2.919
H -0.171 -0.509 3.410
H 0.713 0.697 2.465
H -1.932 -2.003 1.393
H -0.951 -2.542 2.679
H -0.717 -3.018 0.995
H 1.711 -1.979 2.731
H 2.334 -1.299 1.187
H 1.467 -2.759 1.055
H -0.221 0.593 -2.505
H 0.324 1.891 -1.531
H -1.387 1.793 -1.870
C 1.753 -3.602 -6.693
C 0.477 -2.742 -6.939
C -0.494 -3.811 -7.472
C -1.978 -3.514 -7.510
C -2.412 -2.989 -6.122
C -1.497 -1.866 -5.534
N -0.103 -2.258 -5.636
O 0.894 -1.542 -4.773
C -1.943 -1.704 -4.035
C -1.757 -0.486 -6.234
C 0.748 -1.583 -7.976
H 2.090 -4.160 -7.567
H 1.483 -4.348 -5.945
H 2.636 -3.102 -6.297
H -0.376 -4.718 -6.880
H -0.144 -4.153 -8.446
H -2.695 -4.292 -7.770
H -2.247 -2.856 -8.336
H -2.464 -3.821 -5.419
H -3.422 -2.581 -6.149
H -1.472 -0.869 -3.516
H -1.673 -2.566 -3.425
H -3.017 -1.597 -3.885
H -0.954 0.177 -5.914
H -2.766 -0.128 -6.031
H -1.828 -0.688 -7.303
H 1.512 -2.068 -8.583
H 1.260 -0.783 -7.442
H -0.103 -1.276 -8.584
C -0.544 7.338 -1.705
C -1.303 6.017 -2.046
C -1.840 5.144 -0.875
O -2.483 6.454 -2.734
H -1.212 7.858 -1.018
H -0.356 7.926 -2.603
H 0.330 7.241 -1.062
H -0.739 5.399 -2.745
H -2.374 4.293 -1.297
H -2.423 5.581 -0.064
H -0.927 4.822 -0.373
H -2.834 5.713 -3.233
C 2.430 3.994 -2.805
C 2.971 4.675 -1.549
C 3.416 5.974 -1.937
O 2.048 4.700 -0.495
H 1.435 4.318 -3.110
H 2.366 2.914 -2.676
H 3.143 4.198 -3.603
H 3.762 4.055 -1.126
H 4.255 5.942 -2.631
H 3.793 6.465 -1.040
H 2.599 6.553 -2.368
H 1.609 5.552 -0.541
C 1.845 -3.703 5.356
C 2.506 -3.685 6.689
C 2.276 -2.288 7.433
O 1.998 -4.798 7.406
H 1.981 -2.695 4.965
H 0.798 -3.988 5.459
H 2.355 -4.372 4.662
H 3.589 -3.719 6.562
H 2.938 -2.175 8.291
H 1.218 -2.378 7.679
H 2.450 -1.382 6.851
H 1.059 -4.792 7.207
C 1.724 2.822 4.799
C 2.706 2.764 3.624
C 2.277 3.431 2.373
O 3.910 3.233 4.083
H 0.832 2.206 4.681
H 1.471 3.861 5.007
H 2.220 2.409 5.678
H 2.917 1.761 3.254
H 1.990 4.447 2.645
H 1.361 2.944 2.037
H 3.017 3.416 1.574
H 3.796 4.124 4.419
C -5.915 -2.114 1.146
C -5.119 -2.845 0.042
C -4.291 -4.141 0.480
O -6.025 -3.000 -1.045
H -5.181 -1.837 1.902
H -6.758 -2.676 1.549
H -6.301 -1.265 0.582
H -4.389 -2.123 -0.324
H -3.655 -3.708 1.252
H -3.559 -4.642 -0.153
H -4.920 -4.907 0.935
H -5.576 -3.258 -1.854
C -3.382 5.519 3.632
C -4.368 4.527 3.058
C -3.941 3.162 3.169
O -5.586 4.600 3.831
H -3.176 5.270 4.673
H -3.755 6.542 3.586
H -2.444 5.432 3.084
H -4.551 4.712 2.000
H -2.975 3.055 2.675
H -4.611 2.447 2.692
H -3.777 2.951 4.226
H -5.237 4.535 4.723
C -1.938 -2.102 5.845
C -3.248 -1.463 5.553
C -3.847 -1.808 4.207
O -4.196 -1.829 6.519
H -1.124 -1.466 5.497
H -2.028 -3.102 5.422
H -1.726 -2.371 6.880
H -3.127 -0.381 5.606
H -3.555 -2.755 3.752
H -3.557 -1.086 3.443
H -4.936 -1.846 4.217
H -4.978 -1.289 6.651
C 4.879 -0.085 1.979
C 4.733 -0.709 3.319
O 5.916 -1.387 3.733
O 5.490 -0.916 0.996
H 5.159 0.969 1.990
H 3.873 0.059 1.583
H 4.075 -1.577 3.360
H 4.592 -0.134 4.234
H 6.446 -0.734 4.196
H 6.428 -0.995 1.189
C 2.579 -4.702 -1.474
C 2.018 -5.070 -2.899
O 1.371 -3.937 -3.386
O 3.084 -3.372 -1.232
H 3.361 -5.404 -1.185
H 1.890 -4.961 -0.670
H 1.450 -6.000 -2.879
H 2.917 -5.072 -3.516
H 0.904 -4.175 -4.191
H 3.439 -3.434 -0.342
C 4.034 0.695 -1.647
C 3.986 0.772 -3.182
O 2.864 0.223 -3.768
O 3.574 -0.604 -1.155
H 3.444 1.503 -1.214
H 5.026 0.961 -1.282
H 4.856 0.298 -3.637
H 4.090 1.820 -3.463
H 2.707 0.498 -4.675
H 4.138 -0.806 -0.404
```


Record 2
ORCA calculation (wB97M-V/def2-TZVPD) on a cluster of 13 separate species, C45H111N5O13 in total.

Results
Strongest force on any atom   3.86 eV Å⁻¹
Net charge   0
Relative energy (zero: lowest compared OMol25 entry of this formula, charge and spin)   169.7 kcal/mol
Calculated total energy   -82520.8149 eV
E_HOMO   -8.10 eV

Structure (XYZ):
```
174
C45H111N5O13 wB97M-V/def2-TZVPD
C -6.700 -5.049 6.129
C -5.507 -5.473 5.319
C -4.338 -4.710 6.045
C -2.971 -5.299 5.948
C -2.924 -6.835 6.209
C -3.855 -7.616 5.197
N -5.186 -6.941 5.430
O -6.233 -7.669 4.800
C -3.542 -7.615 3.772
C -3.955 -9.157 5.690
C -5.634 -4.939 3.961
H -6.443 -5.131 7.185
H -7.577 -5.697 6.096
H -6.987 -4.082 5.716
H -4.211 -3.830 5.415
H -4.581 -4.334 7.039
H -2.407 -4.847 6.764
H -2.618 -5.110 4.935
H -3.095 -6.981 7.276
H -1.972 -7.297 5.948
H -2.741 -8.329 3.578
H -4.323 -8.068 3.161
H -3.111 -6.664 3.458
H -4.605 -9.719 5.019
H -3.056 -9.772 5.733
H -4.268 -9.145 6.734
H -4.719 -5.152 3.408
H -5.814 -3.886 3.741
H -6.429 -5.532 3.509
H -6.852 -7.805 5.522
C 4.295 7.070 -3.143
C 3.705 5.991 -4.128
C 2.263 6.508 -4.455
C 1.486 5.865 -5.614
C 2.422 6.034 -6.836
C 3.845 5.436 -6.596
N 4.438 6.107 -5.408
O 5.750 5.640 -5.266
C 3.679 3.953 -6.497
C 4.717 5.509 -7.867
C 3.779 4.581 -3.484
H 5.365 7.112 -2.938
H 3.739 6.822 -2.239
H 3.935 8.088 -3.289
H 1.691 6.244 -3.566
H 2.367 7.562 -4.712
H 0.546 6.387 -5.789
H 1.210 4.831 -5.406
H 2.509 7.080 -7.132
H 1.941 5.540 -7.680
H 4.676 3.514 -6.459
H 3.040 3.539 -5.717
H 3.192 3.476 -7.348
H 5.683 5.014 -7.960
H 4.233 5.174 -8.784
H 4.950 6.552 -8.078
H 4.295 3.858 -4.114
H 2.768 4.200 -3.337
H 4.366 4.781 -2.587
H 6.089 6.444 -4.866
C -5.300 -0.077 -6.844
C -5.675 0.850 -5.699
C -7.256 0.895 -5.479
C -7.763 -0.367 -4.846
C -7.181 -0.509 -3.441
C -5.621 -0.534 -3.362
N -5.107 0.509 -4.357
O -3.712 0.719 -4.358
C -5.186 -0.122 -1.891
C -4.992 -1.891 -3.702
C -5.457 2.390 -6.010
H -4.673 -0.856 -6.408
H -4.678 0.351 -7.630
H -6.137 -0.441 -7.439
H -7.493 1.675 -4.756
H -7.925 0.802 -6.334
H -7.393 -1.200 -5.443
H -8.838 -0.337 -4.668
H -7.479 -1.526 -3.187
H -7.564 0.248 -2.756
H -5.690 -0.529 -1.014
H -4.157 -0.464 -1.785
H -5.334 0.931 -1.649
H -3.959 -1.802 -4.038
H -5.090 -2.561 -2.848
H -5.458 -2.433 -4.524
H -4.480 2.498 -6.481
H -5.277 3.077 -5.183
H -6.175 2.802 -6.719
H -3.626 1.543 -3.873
C 3.112 -0.293 2.201
C 2.599 -1.682 1.837
C 2.862 -1.748 0.368
C 2.808 -3.146 -0.195
C 3.658 -4.144 0.532
C 3.511 -4.136 2.064
N 3.395 -2.683 2.531
O 3.277 -2.592 3.907
C 2.307 -4.944 2.363
C 4.786 -4.751 2.687
C 1.072 -1.662 2.095
H 4.188 -0.368 2.356
H 2.687 0.272 3.030
H 3.122 0.349 1.320
H 2.176 -1.052 -0.115
H 3.878 -1.390 0.204
H 3.186 -3.036 -1.211
H 1.850 -3.665 -0.194
H 4.695 -3.960 0.251
H 3.510 -5.093 0.017
H 2.304 -5.882 1.809
H 2.277 -5.225 3.416
H 1.392 -4.409 2.111
H 5.013 -5.753 2.325
H 5.622 -4.086 2.471
H 4.582 -4.748 3.758
H 0.533 -0.834 1.634
H 0.769 -1.786 3.134
H 0.583 -2.485 1.574
H 4.053 -2.087 4.160
C -2.908 7.195 1.918
C -1.751 7.146 0.906
C -2.420 6.495 -0.282
C -3.277 7.465 -1.070
C -2.481 8.782 -1.607
C -1.773 9.466 -0.468
N -1.078 8.451 0.471
O -0.251 9.055 1.408
C -0.709 10.373 -1.111
C -2.748 10.443 0.266
C -0.652 6.149 1.290
H -3.831 7.710 1.648
H -2.626 7.824 2.763
H -3.243 6.266 2.380
H -1.661 6.160 -0.990
H -3.184 5.721 -0.217
H -4.194 7.562 -0.489
H -3.660 6.950 -1.951
H -3.329 9.378 -1.943
H -1.830 8.570 -2.454
H -0.027 9.789 -1.730
H -1.098 11.045 -1.876
H -0.263 10.866 -0.248
H -2.254 11.106 0.977
H -3.219 11.115 -0.451
H -3.569 9.964 0.799
H -0.873 5.108 1.528
H -0.039 6.424 2.149
H 0.053 6.154 0.458
H 0.626 8.826 1.091
O 9.536 -2.656 1.492
H 9.689 -3.571 1.256
H 10.363 -2.216 1.298
O 7.434 -0.903 4.981
H 7.346 -0.405 4.168
H 7.828 -1.733 4.712
O 9.388 -7.189 1.058
H 9.009 -6.701 0.327
H 9.471 -8.085 0.731
O 8.629 -8.046 5.400
H 8.110 -7.473 5.964
H 8.509 -7.690 4.520
O 7.799 -4.667 7.703
H 8.399 -4.332 8.369
H 7.528 -3.892 7.212
O 1.809 -11.588 3.961
H 1.863 -11.409 3.022
H 1.787 -12.543 4.023
O 8.643 -5.997 -2.862
H 8.245 -5.396 -3.492
H 9.372 -6.395 -3.338
O 3.788 -5.769 8.028
H 4.733 -5.926 8.031
H 3.538 -5.827 7.106
```